No. 1
ORCA calculation (ωB97M-V/def2-TZVPD) on a 2-piece molecular cluster, C4H8OS overall in a non-equilibrium geometry.

Summary:
- structure (SMILES) = C=CO.CC=S
- orbital gap (eV) = 8.66
- E_HOMO (eV) = -8.7888
- energy above the lowest of the compared OMol25 structures with the same formula, charge and spin (eV) = 2.645
- 2S+1 = 1
- max |F| (eV Å⁻¹) = 4.05

Last column: Mulliken charge in e.
Geometry (Å):
C (-2.3744, 0.2714, 0.5843)  -0.734
C (1.6710, -0.8966, 0.4647)  -0.930
C (-1.3086, 1.0400, 0.4054)  0.022
O (-1.0292, 1.8409, -0.6782)  -0.476
C (1.8552, -0.6487, -1.0037)  -0.092
H (-1.0654, 1.1551, -1.3940)  0.312
H (0.9274, -1.5949, 0.5220)  0.385
H (1.5196, 0.0747, 1.0633)  0.176
H (2.4482, 0.1887, -1.2494)  0.337
H (-3.1500, 0.1326, -0.1749)  0.245
S (1.1254, -1.6711, -1.9910)  -0.241
H (2.6371, -1.2776, 0.7409)  0.370
H (-0.5084, 1.3822, 1.1176)  0.381
H (-2.7480, 0.0033, 1.5930)  0.243

No. 2
ORCA calculation (ωB97M-V/def2-TZVPD) on C28H30CoF7N5O11S3 as an isolated structure.

Summary:
- <S²> = 3.757
- orbital gap (spin up / spin down) (eV) = 5.73 / 5.80
- E_HOMO (spin up / spin down) (eV) = -7.6016 / -7.6721
- energy above the lowest of the compared OMol25 structures with the same formula, charge and spin (eV) = 0.000
- 2S+1 = 4
- max |F| (eV Å⁻¹) = 0.66

Last column: Löwdin spin population.
Geometry (Å):
H (-1.4840, 3.8033, 1.0951)  0.000
F (-1.9755, 1.7868, -4.6782)  0.001
C (1.3945, 0.8438, 3.6547)  0.000
C (-0.8316, 1.6032, 4.1849)  0.000
S (-3.4112, 4.1806, -2.3704)  0.003
H (2.7283, 0.6337, 5.3141)  0.000
O (-0.4864, 6.6903, -0.6832)  0.003
O (-1.7312, 1.0760, 1.4599)  0.000
C (-4.7264, 4.8787, -3.4614)  0.001
C (0.7971, 1.3163, 5.9489)  0.000
S (-3.0710, 1.5139, -2.2108)  0.003
O (-3.6496, 0.3127, -1.7017)  0.003
N (-1.0233, -7.0116, 0.4193)  0.000
C (0.2727, 5.0715, 0.8813)  0.003
C (1.4405, -2.7133, -0.8168)  0.000
H (1.3081, -5.5138, -1.5474)  0.000
O (1.7958, 3.4022, -2.7214)  0.053
F (-4.5179, 6.1835, -3.6061)  0.000
H (4.2173, -3.1996, -1.6598)  0.000
H (0.5978, 2.1395, 7.9273)  0.000
H (0.9468, 0.4143, 7.8941)  0.000
H (3.6013, -2.1169, 0.5693)  0.000
C (2.7393, 2.6561, -2.3065)  0.005
O (-2.2390, 4.1169, -3.2214)  0.013
H (-1.2147, 1.9894, 6.2540)  0.000
N (0.2836, 2.6175, 1.0532)  -0.002
F (-2.7598, -0.1779, -4.2266)  0.000
H (0.1486, 5.9134, 1.5582)  0.000
N (-4.0390, 2.7297, -2.1223)  0.000
O (-1.7235, 1.8338, -1.7500)  0.018
H (1.0154, -6.6024, 0.6670)  0.000
F (-5.9303, 4.6930, -2.9267)  0.000
H (5.3411, -1.8714, -1.9495)  0.000
C (0.3545, -6.8336, -0.1662)  0.000
O (0.5116, 0.1766, 0.8839)  0.000
H (2.0979, -3.2625, -0.1584)  0.000
H (4.1475, 0.8869, -1.0391)  0.000
Co (-0.1955, 3.1127, -2.5480)  2.765
H (-2.2359, -4.9028, -0.7670)  0.000
S (-0.3029, 1.1725, 1.5386)  0.000
H (-0.4382, 3.8922, 2.5253)  0.000
C (-2.9561, 1.1409, -4.0519)  0.000
F (-4.6965, 4.3036, -4.6628)  0.000
H (-1.6678, -7.2497, -0.3392)  0.000
N (2.9901, -0.8429, -0.9680)  0.002
C (-0.2125, 5.5203, -0.4927)  0.010
H (-2.5151, -5.9419, 1.4646)  0.000
F (-1.8968, -3.0761, -2.1697)  0.000
H (5.6247, -2.9858, -0.6065)  0.000
C (-0.6939, -2.5274, -1.8780)  0.000
C (1.1634, 1.3676, 7.4068)  0.000
H (-1.8294, 1.8585, 3.8536)  0.000
H (1.3427, 4.8537, 0.8057)  0.000
O (-3.4081, 4.9955, -1.2043)  0.000
H (-1.0887, -0.7457, -2.9726)  0.000
H (0.6462, -7.7746, -0.6287)  0.000
F (-4.1163, 1.4574, -4.6218)  0.000
N (-0.1621, -4.4930, -0.4737)  0.000
C (0.1915, -3.2442, -1.0710)  0.001
C (0.3081, -5.6812, -1.1521)  0.000
C (-1.5138, -4.6501, 0.0239)  0.000
H (0.5316, 2.5962, 0.0669)  -0.001
H (2.1147, 0.5360, 2.9081)  0.000
H (4.6833, -0.8004, 0.1990)  0.000
H (-1.8518, -3.7216, 0.4809)  0.000
C (2.3585, 1.1943, -2.0824)  0.001
O (3.8925, 2.9823, -2.0452)  0.006
C (4.8548, -2.4604, -1.1721)  0.000
C (-0.4457, 3.8438, 1.4350)  0.000
H (-0.8312, -5.5187, 1.8854)  0.000
C (-0.3714, -1.3019, -2.3788)  0.001
C (3.2184, 0.4302, -1.3593)  0.001
O (0.3009, 1.2033, -3.2517)  0.023
H (-1.0370, -7.7880, 1.0795)  0.000
C (1.1445, 0.6167, -2.5518)  0.006
C (-1.5192, -5.7438, 1.0729)  0.000
C (0.1137, 1.1973, 3.2561)  0.000
O (-0.2688, 4.5884, -1.3823)  0.077
H (2.2254, 1.5726, 7.5390)  0.000
C (-0.4818, 1.6637, 5.5255)  0.000
C (4.0458, -1.5576, -0.2533)  0.000
C (0.8765, -0.7469, -2.1029)  0.001
C (1.7273, 0.9022, 4.9969)  0.000
H (-0.3397, -5.9551, -2.0046)  0.000
C (1.7963, -1.4524, -1.3127)  0.001

No. 3
ORCA calculation (ωB97M-V/def2-TZVPD) on C31H42N3P2SV as an isolated structure in a non-equilibrium geometry.

Summary:
- charge = +1
- <S²> = 3.767
- orbital gap (spin up / spin down) (eV) = 7.79 / 7.67
- E_HOMO (spin up / spin down) (eV) = -9.9758 / -10.0751
- 2S+1 = 4
- max |F| (eV Å⁻¹) = 1.58

Last column: Löwdin spin population.
Geometry (Å):
H (-6.6365, 1.9523, 1.7687)  0.000
H (-3.9869, -3.4914, 0.1844)  0.000
H (4.3503, 2.9808, -1.7136)  0.000
H (2.9875, 3.5721, -2.6555)  0.000
C (0.5129, -4.8109, -1.3976)  -0.002
H (2.5867, -4.8454, -1.9420)  0.000
C (-3.4253, 2.9332, 1.8138)  0.000
H (-2.7648, 0.3982, -2.3811)  0.001
H (-1.6332, -2.2556, -2.6295)  0.000
C (-2.7812, 1.6974, 1.7749)  0.005
H (-4.4994, -2.2104, 1.2824)  0.000
H (3.1098, -2.6930, -0.9222)  0.000
H (-3.3091, -1.7920, -2.9342)  0.000
H (-1.8755, -3.7718, 1.4947)  0.000
C (0.6436, 1.9491, -2.9445)  0.001
C (-2.4350, -2.8354, 1.5853)  0.003
C (-5.5583, 1.8909, 1.7736)  0.000
H (-3.0701, -0.4276, 1.8304)  0.002
C (1.5770, 0.9676, -2.2332)  0.005
H (0.4914, 4.3302, 2.3164)  0.000
H (2.4872, 0.1246, -3.9887)  0.000
N (0.2817, 3.3904, 2.0254)  0.011
H (1.1802, 2.8161, -3.3236)  0.000
C (3.2131, 0.4604, 0.1645)  0.009
H (-2.9483, -3.1895, -1.9309)  0.000
H (-2.6231, 0.9369, -0.7065)  0.001
H (-5.2832, 4.0209, 1.8243)  0.000
V (0.0448, 0.2393, 0.7590)  2.807
H (-0.1576, 2.3145, -2.2965)  0.000
H (-2.4703, -3.2520, 3.6956)  0.000
H (-1.3495, -1.9611, 3.2746)  0.004
C (2.0959, -3.0633, -0.8850)  -0.002
N (-1.3726, 1.7594, 1.7548)  0.020
C (-3.5517, 0.5401, 1.7863)  0.003
C (-2.3259, -2.3911, 3.0433)  0.003
C (3.1931, 3.6534, 0.8014)  0.001
H (4.9493, 1.7179, -0.0124)  0.000
C (-2.6244, -1.2410, -0.9775)  0.003
C (-3.8848, -3.1081, 1.1984)  0.000
H (-5.5316, -0.2519, 1.7968)  0.000
H (3.1922, -2.5790, 1.6741)  0.000
H (-4.3068, -3.8505, 1.8765)  0.000
H (5.5623, -1.9782, 2.0197)  0.000
H (-1.2116, 0.3130, -1.5880)  0.009
C (-4.8078, 3.0519, 1.8012)  0.000
C (2.8047, 0.6100, -3.0649)  0.000
C (5.4035, -0.0970, 1.0043)  0.003
H (0.2911, -5.7791, -1.8199)  0.000
C (-4.9302, 0.6456, 1.7820)  0.000
H (6.4436, 0.1585, 1.1413)  0.000
H (1.6141, 3.8470, -0.6442)  0.000
H (2.9716, 2.9832, 1.6310)  0.001
H (0.9634, 2.6869, 2.2707)  0.009
S (-2.2494, 4.2086, 1.9397)  0.001
H (-3.6270, -1.2467, -0.5401)  0.000
N (1.3640, -1.0821, 0.3857)  -0.010
C (1.7993, -4.2867, -1.4559)  0.002
H (0.1736, 1.4614, -3.7986)  0.000
H (2.9045, 4.6656, 1.0840)  0.000
C (3.5793, -1.6395, 1.3032)  0.002
H (3.4604, -0.0814, -2.5356)  0.000
P (1.8903, 1.5178, -0.4924)  0.018
C (-0.4842, -4.0596, -0.8040)  0.001
C (2.5308, 3.2565, -0.5316)  0.001
C (2.7316, -0.7719, 0.6201)  0.012
C (-1.0010, 3.0063, 1.9095)  0.009
H (3.8184, 4.6484, -1.5476)  0.000
C (3.4711, 3.6233, -1.6843)  0.000
C (-2.6239, -2.1805, -2.1803)  0.000
H (1.0162, 0.0344, -2.0752)  0.004
H (3.3866, 1.4876, -3.3396)  0.000
C (4.9079, -1.2998, 1.4912)  0.001
H (-1.4913, -4.4539, -0.7693)  0.000
H (-3.0909, -1.6570, 3.3060)  0.000
P (-1.4870, -1.7109, 0.4291)  0.027
C (-0.2168, -2.8037, -0.2616)  0.004
H (4.2766, 3.6518, 0.7012)  0.000
C (-2.2918, 0.1836, -1.4211)  0.018
C (1.1009, -2.3203, -0.2420)  0.010
C (4.5551, 0.7822, 0.3510)  0.001

No. 4
ORCA calculation (ωB97M-V/def2-TZVPD) on a 3-piece molecular cluster, C25H60BO4Si4 overall in a non-equilibrium geometry.

Summary:
- charge = -1
- orbital gap (eV) = 5.94
- E_HOMO (eV) = -4.1390
- 2S+1 = 1
- max |F| (eV Å⁻¹) = 1.75

Last column: Mulliken charge in e.
Geometry (Å):
B (6.4669, -0.9042, 2.9476)  0.323
C (-1.3902, 2.1715, -2.8636)  -0.878
H (-4.0634, 0.4603, -3.7791)  0.293
H (8.9533, 0.4476, 0.7508)  0.399
H (8.4978, -1.6201, 3.7976)  0.262
O (1.6636, 0.8113, 1.9199)  -0.383
H (-6.7825, -2.4450, 1.0788)  0.280
C (7.4486, -1.5890, 4.1087)  -0.826
C (-4.4029, -5.6404, 0.7790)  -1.016
H (-5.1592, -6.4118, 0.9403)  0.377
H (6.5268, -0.3617, 0.7267)  0.190
H (-5.8352, -3.2270, 2.3492)  0.296
H (-4.9305, 1.2823, -6.7849)  0.280
H (-4.5981, 4.5411, -2.8753)  0.307
H (2.1617, -1.0172, 2.7800)  0.262
H (-6.9452, -5.2560, -1.1594)  0.300
H (-4.3084, -0.3752, 1.4084)  0.296
H (6.5534, 1.7342, 1.8858)  -0.010
H (-0.4842, 0.1208, 4.3658)  0.282
Si (-3.8872, 3.4996, -6.4001)  0.433
H (-3.9029, -5.4508, 1.7308)  0.296
Si (-2.8242, -2.1083, 0.4288)  0.567
H (-2.4530, 2.5904, -8.2065)  0.283
H (-2.0434, 4.2754, -7.8638)  0.285
H (-3.8039, 5.9145, -5.8396)  0.279
H (-7.1733, -4.0944, 1.5879)  0.385
H (-5.9842, 2.3066, -5.8046)  0.296
C (8.1696, 2.6866, 2.7364)  -0.618
H (7.7153, -1.5971, 1.1603)  0.290
H (9.0805, 4.0937, 4.2479)  0.427
C (7.6164, 1.8441, 1.6679)  -0.159
H (8.8751, 0.2849, 2.5169)  0.251
H (-0.6348, 2.9456, -3.0122)  0.339
H (-1.9721, -3.8359, 1.9962)  0.301
H (7.4604, -0.8604, 7.4741)  0.265
H (1.6712, -1.0849, 1.0827)  0.082
H (4.1261, 0.4502, 2.0490)  0.277
H (-6.6801, -3.6391, -1.8256)  0.284
H (-3.6597, -6.0313, 0.0809)  0.285
H (-5.8723, 2.5716, -7.5481)  0.381
H (-5.3069, 1.6782, -3.4710)  0.337
C (-4.5969, 5.1988, -6.0665)  -1.013
C (7.2303, -0.6749, 1.5099)  -0.923
H (-1.4630, 1.9712, -1.7930)  0.176
C (8.2807, 0.4473, 1.6157)  -0.593
H (-0.0448, 1.7858, 2.3186)  0.340
H (0.3851, 1.6132, 4.5424)  0.323
O (4.3682, -1.5635, 1.5313)  -0.410
O (-4.0411, -2.9748, -0.2741)  -0.525
H (-5.1446, 5.5614, -6.9392)  0.382
H (-2.7203, -0.3780, 2.1908)  0.335
H (-5.2860, 5.1798, -5.2197)  0.293
C (0.3980, 0.8071, 2.5237)  0.246
H (-2.9186, 5.0869, -2.8281)  0.286
H (-1.5547, -1.6265, -1.6404)  0.385
H (5.9938, -1.6441, 6.6056)  0.247
H (5.2283, -2.7927, 2.9024)  0.181
C (-6.1810, -4.5181, -1.4129)  -1.050
Si (-3.0447, 2.7101, -3.5241)  0.381
C (7.4546, -0.7670, 5.3565)  0.012
C (3.6924, -0.3487, 1.4386)  -0.506
C (-3.5814, 4.2486, -2.6030)  -1.025
C (-1.9897, -1.0280, -0.8374)  -0.227
H (-3.5556, 4.0723, -1.5258)  0.373
C (6.9457, -1.1237, 6.5561)  -0.837
C (-1.5521, -3.2577, 1.1700)  -0.851
H (6.1878, 0.2386, 3.3577)  -0.085
C (-6.3542, -3.3957, 1.4035)  -1.019
H (1.3042, 0.1083, 4.3954)  0.333
H (-4.3023, 1.0898, -2.1430)  0.275
Si (-5.1914, -4.0827, 0.1075)  0.394
C (-4.2980, 1.3572, -3.2015)  -0.927
O (-2.9484, 3.0156, -5.1420)  -0.359
H (-3.4948, 3.8917, -8.7965)  0.299
H (-1.1849, -0.4569, -0.3685)  0.188
C (-5.3016, 2.3013, -6.6568)  -1.017
H (3.7433, -0.0026, 0.3991)  0.263
C (-3.5089, -1.0166, 1.7868)  -0.946
H (-2.6935, -0.3220, -1.2814)  -0.402
C (-2.8699, 3.5689, -7.9608)  -1.032
H (-0.2796, 0.0807, 2.0533)  -0.222
H (7.8776, 0.2336, 5.2334)  0.265
C (2.2265, -0.4903, 1.8210)  -0.169
H (-5.5433, -4.9428, -2.1907)  0.282
H (7.0942, -2.5800, 4.4130)  0.244
H (4.3282, -1.4620, 3.6088)  0.186
C (5.0444, -1.7137, 2.8103)  -0.638
C (8.6380, 3.4048, 3.5781)  0.021
H (7.7578, 2.3886, 0.7328)  0.411
H (-1.1782, -3.9616, 0.4233)  0.288
H (-3.9154, -1.6115, 2.6076)  0.299
H (-0.7033, -2.6879, 1.5550)  0.274
H (-1.0484, 1.2595, -3.3567)  0.274
C (0.4227, 0.6421, 4.0495)  -1.083